(1)
A cluster of 2 separate species, C11H15N in total in a non-equilibrium geometry, computed with wB97M-V/def2-TZVPD.

## Properties
**Total charge**: -1
**Highest occupied orbital energy (spin up / spin down)**: 0.44 / -2.99 eV
**Multiplicity**: 2
**Frontier orbital gap (spin up / spin down)**: 3.416 / 6.750 eV

Last column: Mulliken spin population.
Cartesian coordinates (Å):
N  0.704982  -1.050322  -1.141705  0.021
C  -0.030996  -2.764661  1.365489  0.059
C  -1.599202  -0.144510  -1.858271  0.401
C  1.825967  -0.412522  -0.475506  0.302
C  -2.530266  0.854283  -1.442050  0.148
C  -0.333996  -0.101989  -1.299792  -0.216
C  -2.210905  1.996750  -0.744951  -0.083
C  -0.919281  1.901173  -0.154637  0.387
C  -0.561901  -1.492756  2.031778  0.004
C  1.461669  0.836089  -0.089320  -0.125
C  0.091202  1.020806  -0.427204  -0.022
C  2.358208  1.968021  0.261010  0.033
H  2.751855  -0.960674  -0.583856  0.054
H  -1.513548  -1.601907  2.618722  -0.004
H  2.957520  2.348979  -0.622977  -0.023
H  -3.443916  0.996637  -2.027232  0.019
H  0.829999  -1.814965  -1.780913  -0.017
H  -0.559815  2.854759  0.311220  0.031
H  3.002972  1.531235  1.027981  0.010
H  -2.672550  2.976286  -0.862685  -0.019
H  -0.519329  -3.172587  0.480749  -0.010
H  -1.518957  -0.616056  -2.888258  0.046
H  -0.525144  -0.624226  1.372493  0.014
H  0.157147  -1.233347  2.825230  -0.007
H  1.065818  -2.584819  1.164868  -0.003
H  1.884891  2.803732  0.806602  0.006
H  -0.152415  -3.513408  2.133209  -0.007

Atoms 1-6, force components in eV/Å:
-0.34 1.86 -0.35
0.85 0.29 0.62
1.00 -1.24 -1.34
-0.33 -2.31 -1.51
-1.87 1.50 -2.31
2.12 0.53 3.43



(2)
A cluster of 2 separate species, C3H4N2O in total in a non-equilibrium geometry, computed with wB97M-V/def2-TZVPD.

## Properties
**Total charge**: 0
**Highest occupied orbital energy**: -8.91 eV
**Frontier orbital gap**: 9.511 eV

Last column: Löwdin charge in e.
Cartesian coordinates (Å):
O  2.064261  -1.993263  -1.871323  0.198
N  -0.895358  1.431163  0.337215  -0.205
N  -0.015623  1.492505  1.337354  0.042
C  -1.628043  1.203560  -0.537078  0.000
C  1.152300  -1.689897  -1.274462  -0.253
C  -0.015751  -1.449316  -0.637387  -0.010
H  0.265965  2.442010  1.399831  0.086
H  -0.805559  -1.334732  -1.272880  0.010
H  -0.262610  0.982991  2.206354  0.127
H  0.140418  -1.085020  0.312378  0.005

Atoms 1-6, force components in eV/Å:
2.40 -0.52 -1.20
-0.66 -0.63 0.09
0.45 -0.81 0.36
-0.22 0.16 -0.22
-3.97 0.42 1.65
4.26 -1.22 -1.34



(3)
A structure of composition C27H31BrIrN4O3S in a non-equilibrium geometry, computed with wB97M-V/def2-TZVPD.

## Properties
**Total charge**: +2
**Highest occupied orbital energy (spin up / spin down)**: -13.74 / -13.74 eV
**Multiplicity**: 2
**Frontier orbital gap (spin up / spin down)**: 5.227 / 5.119 eV

Last column: Mulliken spin population.
Cartesian coordinates (Å):
Ir  -0.176080  -0.510938  -0.042763  0.872
Br  0.133564  -1.683425  8.454201  0.000
S  6.336358  -1.178278  -0.820339  0.000
O  0.145123  1.045620  -0.968130  0.063
O  -0.181126  0.067531  1.858741  -0.042
O  0.208065  -2.033851  1.602966  0.009
N  -4.363871  -1.466942  -0.319294  -0.002
N  -1.922319  -1.468789  -0.223133  0.043
N  1.850086  -0.832897  -0.279865  0.050
N  7.208201  2.474817  -3.383387  0.000
C  7.095100  2.605615  -2.066207  0.000
C  -0.345720  3.240685  -1.834818  0.002
C  -5.065295  -1.053582  -1.565328  0.000
C  7.059977  1.273184  -3.928584  0.000
C  4.578057  -0.992560  -0.628898  -0.003
C  -2.141996  1.495073  -1.766234  0.009
C  -0.222907  1.252942  -3.335097  0.006
C  0.051649  -1.102336  2.409193  -0.003
C  6.817609  1.533646  -1.226687  0.000
C  2.357134  -1.710046  -1.151220  -0.009
C  0.112642  -1.499449  6.589436  0.001
C  6.651579  0.287046  -1.805881  0.000
C  -5.227370  -1.613795  0.883386  -0.001
C  6.781783  0.136432  -3.176681  0.000
C  0.070883  -0.223865  6.033830  0.001
C  -3.097039  -1.459041  -0.244842  -0.023
C  4.031922  -0.086954  0.281344  0.002
C  0.139240  -2.508065  4.422033  0.000
C  -6.730692  0.134141  -0.112499  0.000
C  2.666170  -0.028693  0.427726  -0.011
C  0.148474  -2.641626  5.795166  0.000
C  -5.952613  -0.298094  1.132900  0.000
C  0.090545  -1.233518  3.852866  0.002
C  -5.794613  0.259820  -1.317696  0.000
C  0.057231  -0.092286  4.660834  0.001
C  3.716426  -1.815639  -1.350832  0.001
C  -0.651814  1.752284  -1.954190  0.030
H  -6.625224  -0.432105  1.979934  0.000
H  7.241336  3.601958  -1.666775  0.000
H  -2.720163  2.137831  -2.426250  0.000
H  1.659947  -2.339544  -1.689879  0.002
H  6.761379  1.674798  -0.155647  0.000
H  -4.338603  -0.975473  -2.371855  0.000
H  6.684654  -0.832079  -3.647365  0.000
H  4.103716  -2.539909  -2.052799  0.000
H  -5.942008  -2.410652  0.674429  0.000
H  -4.609895  -1.909861  1.729021  0.000
H  -5.221539  0.471006  1.398691  0.000
H  -7.511542  -0.599736  -0.329398  0.000
H  4.663144  0.548587  0.885172  0.001
H  0.831258  1.473453  -3.501767  0.000
H  -6.356853  0.513995  -2.216341  0.000
H  -0.373299  0.171588  -3.404205  -0.001
H  7.169601  1.211083  -5.004535  0.000
H  -0.815420  1.747952  -4.102304  0.001
H  -5.062347  1.051924  -1.136914  0.000
H  -7.215043  1.091162  0.074908  0.000
H  0.169172  -3.378539  3.780374  0.000
H  0.732837  3.396518  -1.828369  0.001
H  -5.774406  -1.843649  -1.815802  0.000
H  -2.427654  1.700412  -0.729852  -0.005
H  0.177904  -3.619708  6.253254  0.000
H  2.205466  0.665360  1.117527  0.006
H  -0.775561  3.767949  -2.683713  0.000
H  0.042704  0.644490  6.676014  0.000
H  -2.373892  0.453594  -1.999287  -0.003
H  -0.759086  3.645995  -0.910711  0.000
H  0.025083  0.887450  4.202432  0.000

Atoms 1-6, force components in eV/Å:
1.87 -0.98 1.69
-0.01 0.01 -0.03
0.00 0.03 0.03
-0.41 -0.22 -1.10
-0.22 -0.06 -1.04
-0.46 -0.03 -1.26



(4)
A cluster of 2 separate species, C3H12NS3 in total, computed with wB97M-V/def2-TZVPD.

## Properties
**Total charge**: +1
**Highest occupied orbital energy**: -12.76 eV
**Frontier orbital gap**: 9.326 eV

Last column: Löwdin charge in e.
Cartesian coordinates (Å):
S  -1.068209  3.221707  -1.601253  0.770
S  1.363090  -2.607919  0.054779  0.431
S  1.023636  -1.609171  1.839203  0.347
N  -1.589393  0.051661  0.882474  0.164
C  1.638810  -1.241008  -1.064857  -0.488
C  -1.829081  1.029885  -0.241535  -0.238
C  -0.777913  2.113632  -0.194330  -0.571
H  -2.836223  1.417051  -0.129151  0.131
H  -1.767529  0.458236  -1.170406  0.128
H  2.455599  -0.619567  -0.716415  0.039
H  1.918374  -1.652297  -2.030869  0.046
H  -0.829066  2.660315  0.755482  0.088
H  0.725827  -0.665023  -1.189363  0.000
H  -2.385579  -0.544712  1.114383  0.177
H  -1.311579  0.541419  1.736835  0.155
H  2.282041  -1.213780  2.097296  -0.156
H  0.161127  3.726002  -1.607927  -0.126
H  -0.781345  -0.566282  0.695351  0.033
H  0.220828  1.679821  -0.281167  0.073

Atoms 1-6, force components in eV/Å:
-0.23 -0.05 -0.01
-0.09 -0.22 0.46
0.18 -0.27 -0.24
0.33 -0.09 0.21
-0.01 0.19 -0.14
0.04 -0.42 -0.13



(5)
The molecule C5H6N4 in a non-equilibrium geometry, computed with wB97M-V/def2-TZVPD.

## Properties
**Structure (SMILES)**: CC1=C/N=N\C=C/N=N\1
**Total charge**: 0
**Highest occupied orbital energy**: -9.62 eV
**Frontier orbital gap**: 9.686 eV

Last column: Löwdin charge in e.
Cartesian coordinates (Å):
N  0.601626  -1.543653  0.693529  0.028
N  -0.307596  1.362015  -0.083651  0.065
N  0.882722  1.633247  0.541784  0.020
N  1.269646  -1.388593  -0.496592  0.024
C  1.950136  -0.304810  -0.656594  -0.118
C  1.909625  0.935486  0.206070  -0.127
C  -2.219273  -0.037314  -0.545219  -0.032
C  -0.935216  0.289183  0.197854  -0.322
C  -0.346192  -0.811003  1.051959  -0.115
H  -0.625847  -0.857949  2.111736  0.122
H  -2.636215  0.899883  -0.926566  0.080
H  -2.091747  -0.822347  -1.298013  0.087
H  2.855559  1.416683  0.518009  0.107
H  2.606458  -0.364980  -1.536956  0.105
H  -2.913684  -0.405842  0.222648  0.077

Atoms 1-6, force components in eV/Å:
1.18 -0.42 0.12
-0.57 -0.64 0.41
0.74 -0.42 -0.58
0.08 0.70 0.16
-0.62 -0.40 -0.36
0.26 0.50 0.20



(6)
The ion CH2FO3S2 with charge -1 in a non-equilibrium geometry, computed with wB97M-V/def2-TZVPD.

## Properties
**Structure (SMILES)**: O=S(=O)([O-])SCF
**Total charge**: -1
**Highest occupied orbital energy**: -4.92 eV
**Frontier orbital gap**: 8.529 eV

Last column: Löwdin charge in e.
Cartesian coordinates (Å):
S  -2.271757  0.031788  -0.032481  0.212
S  -1.032318  -1.667752  0.145230  0.701
F  1.440932  -1.156856  -0.304764  -0.080
O  -3.699235  -0.350563  -0.121292  -0.413
O  -1.704937  0.698061  -1.240549  -0.448
O  -1.888900  0.667664  1.209582  -0.428
C  0.368331  -0.641381  0.279208  -0.701
H  0.574565  -0.414949  1.333302  0.069
H  0.017166  0.438507  -0.075473  0.089

Atoms 1-6, force components in eV/Å:
-1.23 0.94 -1.69
-1.28 -1.64 -0.44
1.85 -0.65 -1.24
2.12 0.03 -0.04
-1.29 -0.67 1.37
-0.32 0.69 0.43



(7)
The molecule C4H8O3, computed with wB97M-V/def2-TZVPD.

## Properties
**Structure (SMILES)**: COC(=O)[C@@H](C)O
**Total charge**: 0
**Highest occupied orbital energy**: -10.50 eV
**Frontier orbital gap**: 11.322 eV

Last column: Löwdin charge in e.
Cartesian coordinates (Å):
O  -0.983066  0.895998  0.283428  -0.018
O  2.300821  -0.346057  0.337391  -0.015
O  0.532470  0.738225  -1.372017  0.113
C  0.464125  -1.913736  0.541665  -0.024
C  -1.756308  1.755333  -0.560475  -0.037
C  0.149918  0.451410  -0.257825  -0.461
C  0.938991  -0.463858  0.664352  -0.355
H  0.617832  -2.275692  -0.480526  0.091
H  -2.583341  2.109406  0.053880  0.095
H  1.063758  -2.531968  1.215772  0.085
H  0.795136  -0.117695  1.693504  0.153
H  -0.592645  -2.025064  0.806730  0.086
H  -1.147325  2.591748  -0.910532  0.098
H  -2.124652  1.197050  -1.423584  0.099
H  2.324285  -0.065099  -0.591764  0.091

Atoms 1-6, force components in eV/Å:
0.12 -0.12 0.01
0.09 0.02 -0.17
-0.17 -0.09 0.45
-0.02 -0.04 -0.02
-0.17 0.14 -0.13
0.16 0.01 -0.30